The following is a DFT calculation (wB97M-V/def2-TZVPD) of a molecular structure, C43H56MnN8O7P2S.

Geometry as XYZ:
```
118
Properties=species:S:1:pos:R:3:mulliken_charge:R:1
Mn -0.204 1.446 -0.350 2.65
C -5.404 -0.802 -4.235 -1.54
C -3.922 -1.084 -4.267 0.77
C -3.290 -0.792 -5.609 -1.29
O -3.300 -0.210 -3.260 -0.05
P -2.300 -0.723 -2.163 -0.49
O -2.002 0.388 -1.233 -1.27
C -0.857 -1.387 -3.024 -0.48
P 0.558 -1.610 -1.939 -0.18
O 0.597 -0.621 -0.839 0.64
O 0.376 -3.095 -1.464 -0.24
C 1.047 -3.555 -0.233 0.77
C 1.457 -4.988 -0.460 -1.60
C 0.082 -3.382 0.921 -0.89
O 1.877 -1.479 -2.777 -0.27
C 2.278 -2.053 -4.071 0.42
C 1.803 -3.476 -4.264 -1.08
C 1.851 -1.124 -5.190 -1.26
O -2.876 -2.034 -1.527 -0.03
C -4.043 -1.993 -0.623 0.63
C -3.526 -2.006 0.797 -0.58
C -4.909 -3.180 -0.967 -1.64
H -5.918 -1.449 -4.946 0.42
H -5.593 0.238 -4.509 0.34
H -5.819 -0.979 -3.242 0.34
H -3.738 -2.122 -3.979 0.32
H -3.454 0.253 -5.880 0.32
H -3.743 -1.421 -6.375 0.45
H -2.215 -0.988 -5.604 0.17
H -0.573 -0.681 -3.808 0.47
H -1.131 -2.346 -3.470 0.53
H 1.931 -2.936 -0.072 0.17
H 0.585 -5.599 -0.700 0.32
H 1.916 -5.382 0.448 0.43
H 2.180 -5.074 -1.270 0.40
H -0.798 -4.012 0.771 0.42
H -0.242 -2.341 1.002 -0.20
H 0.567 -3.685 1.851 0.46
H 3.361 -2.047 -4.003 0.44
H 0.713 -3.537 -4.303 0.19
H 2.157 -4.131 -3.471 0.14
H 2.191 -3.847 -5.213 0.51
H 0.794 -1.251 -5.438 0.30
H 2.426 -1.353 -6.088 0.51
H 2.036 -0.083 -4.920 0.19
H -4.584 -1.064 -0.811 0.38
H -3.036 -2.958 1.011 0.19
H -4.356 -1.879 1.494 0.59
H -2.810 -1.195 0.946 -0.44
H -4.350 -4.105 -0.811 0.34
H -5.243 -3.146 -2.004 0.36
H -5.789 -3.194 -0.322 0.42
N -0.994 5.608 1.040 -0.03
C -0.457 5.286 2.281 0.35
C -0.302 6.024 3.451 -1.21
C 0.249 5.360 4.528 -0.60
C 0.626 4.007 4.442 -1.39
C 0.471 3.288 3.275 0.50
C -0.074 3.949 2.172 -0.37
N -0.366 3.488 0.887 0.36
C -0.919 4.497 0.269 0.06
C -1.449 4.350 -1.084 -0.37
C -2.139 5.235 -1.843 -0.39
S -2.589 4.497 -3.313 -0.14
C -1.826 3.055 -2.823 -0.56
N -1.268 3.113 -1.651 0.85
H -1.381 6.496 0.772 0.24
H -0.602 7.064 3.519 0.45
H 0.388 5.889 5.462 0.42
H 1.042 3.524 5.317 0.50
H 0.754 2.244 3.209 0.44
H -2.418 6.254 -1.619 0.41
H -1.821 2.172 -3.449 0.36
C 2.919 3.409 -3.590 -0.92
N 3.311 2.232 -2.821 0.26
C 4.728 1.908 -2.689 -0.99
C 2.392 1.571 -2.126 -0.24
O 1.190 1.874 -2.129 -0.77
H 3.699 3.628 -4.315 0.35
H 2.781 4.276 -2.943 0.28
H 1.983 3.216 -4.108 0.30
H 5.207 1.949 -3.665 0.35
H 4.839 0.901 -2.290 0.31
H 5.234 2.608 -2.023 0.36
H 2.767 0.711 -1.566 0.26
N 5.721 -3.947 6.813 -0.45
C 5.298 -3.188 6.060 -0.11
C 4.751 -2.239 5.118 0.43
C 3.434 -2.376 4.687 -1.14
C 2.898 -1.466 3.795 0.37
C 3.681 -0.423 3.317 0.95
C 4.995 -0.286 3.735 -0.74
C 5.527 -1.189 4.640 -0.88
N 3.130 0.511 2.384 0.52
C 3.544 1.813 2.164 -0.33
C 2.718 2.308 1.207 -1.91
N 1.809 1.340 0.831 1.16
C 2.081 0.283 1.554 -0.83
H 2.832 -3.193 5.063 0.49
H 1.865 -1.568 3.484 0.16
H 5.618 0.510 3.347 0.45
H 6.553 -1.087 4.968 0.49
H 4.346 2.275 2.717 0.54
H 2.706 3.299 0.779 0.65
H 1.580 -0.669 1.463 0.19
N -1.099 0.777 1.639 -0.09
C -1.575 0.426 2.621 0.30
C -2.174 -0.014 3.854 0.23
C -1.372 -0.611 4.826 -0.46
C -1.946 -1.033 6.012 -0.74
C -3.309 -0.860 6.222 -0.41
C -4.103 -0.262 5.251 -0.80
C -3.540 0.165 4.062 -0.34
H -0.309 -0.730 4.651 0.57
H -1.332 -1.495 6.775 0.45
H -3.755 -1.189 7.153 0.43
H -5.163 -0.126 5.424 0.42
H -4.145 0.638 3.297 0.56
```

Summary:
- net charge = +2
- strongest force on any atom (eV Å⁻¹) = 0.52
- HOMO (alpha / beta) (eV) = -12.737 / -12.741
- gap between HOMO and LUMO (alpha / beta) (eV) = 8.7 / 8.7
- lowest unoccupied orbital energy (alpha / beta) (eV) = -3.99 / -4.02
- multiplicity = 6

***

The following is a DFT calculation (wB97M-V/def2-TZVPD) of a molecular structure, C43H58IrN10O6P2Se.

Geometry as XYZ:
```
121
Properties=species:S:1:pos:R:3:mulliken_charge:R:1
Ir -0.136 -0.145 0.292 3.59
C 2.711 3.613 2.404 -0.75
N 3.240 2.794 1.332 0.33
C 3.351 3.476 0.056 -0.88
P 3.033 1.148 1.223 0.32
O 2.059 0.676 0.212 -1.09
O 2.600 0.784 2.749 -0.42
P 1.326 -0.129 3.173 -0.95
O 0.077 0.395 2.563 -0.69
N 1.224 -0.077 4.817 0.46
C 2.275 -0.642 5.643 -0.95
C 0.484 1.003 5.445 -0.92
N 1.691 -1.630 2.586 1.49
C 0.596 -2.579 2.674 -1.04
C 3.009 -2.238 2.612 -1.28
N 4.503 0.424 1.073 0.46
C 5.604 0.902 1.884 -1.05
C 4.843 -0.385 -0.076 -0.89
H 3.232 4.572 2.382 0.45
H 2.904 3.128 3.358 0.20
H 1.633 3.795 2.302 0.13
H 4.062 4.296 0.152 0.39
H 2.385 3.880 -0.262 0.20
H 3.708 2.779 -0.700 0.38
H 2.782 -1.437 5.104 0.22
H 1.835 -1.058 6.550 0.35
H 3.006 0.113 5.938 0.31
H -0.177 1.443 4.704 0.21
H 1.156 1.768 5.837 0.32
H -0.109 0.609 6.271 0.33
H -0.339 -2.024 2.705 0.34
H 0.670 -3.203 3.570 0.51
H 0.601 -3.202 1.780 -0.15
H 3.770 -1.462 2.673 0.42
H 3.147 -2.803 1.686 0.16
H 3.131 -2.934 3.450 0.38
H 5.232 1.645 2.587 0.28
H 6.379 1.349 1.261 0.37
H 6.054 0.079 2.444 0.34
H 3.925 -0.648 -0.596 0.14
H 5.348 -1.298 0.246 0.34
H 5.510 0.150 -0.757 0.30
C -6.586 5.004 0.914 -1.51
C -5.431 5.465 0.098 0.70
C -4.840 4.649 -0.869 -0.77
C -3.748 5.075 -1.595 0.18
C -3.206 6.345 -1.365 0.01
N -2.079 6.808 -2.025 -0.03
C -1.089 6.152 -2.723 0.21
O -0.453 6.697 -3.581 -0.60
N -0.824 4.807 -2.414 -0.09
C -0.878 4.132 -1.217 -0.07
C -1.125 4.768 0.006 0.16
C -1.235 4.005 1.149 -1.72
C -1.081 2.631 1.070 -0.33
N -0.775 2.015 -0.075 -0.28
C -0.669 2.744 -1.183 -0.72
C -3.834 7.196 -0.443 -0.64
C -4.916 6.755 0.279 -0.77
H -6.880 3.989 0.659 0.29
H -7.439 5.665 0.767 0.39
H -6.340 5.047 1.976 0.36
H -5.255 3.671 -1.063 0.38
H -3.343 4.451 -2.376 0.57
H -2.047 7.812 -2.175 0.27
H -0.299 4.371 -3.164 0.24
H -1.197 5.839 0.064 0.80
H -1.428 4.472 2.103 0.62
H -1.179 2.018 1.951 0.77
H -0.411 2.221 -2.094 0.58
H -3.457 8.196 -0.292 0.45
H -5.379 7.407 1.003 0.45
C -2.213 -5.509 3.634 -0.93
O -1.961 -5.257 2.259 -0.50
C -0.734 -5.502 1.749 1.11
C 0.348 -6.028 2.442 -0.55
C 1.548 -6.254 1.794 -0.82
C 1.700 -5.957 0.446 -1.07
C 0.641 -5.425 -0.260 -0.06
C -0.576 -5.187 0.377 -0.08
N -1.733 -4.796 -0.293 0.34
C -1.892 -4.303 -1.489 -0.99
C -0.906 -3.653 -2.297 0.52
C -0.824 -3.950 -3.666 -0.68
C 0.061 -3.288 -4.487 -0.88
C 0.842 -2.251 -3.970 -0.80
C 0.758 -1.908 -2.645 -0.59
C -0.094 -2.594 -1.749 0.87
O -0.212 -2.222 -0.519 -0.71
H -1.864 -6.495 3.946 0.40
H -3.293 -5.467 3.759 0.29
H -1.742 -4.738 4.249 0.34
H 0.260 -6.288 3.482 0.44
H 2.366 -6.697 2.337 0.48
H 2.628 -6.179 -0.054 0.48
H 0.730 -5.265 -1.322 0.54
H -2.564 -5.030 0.252 0.33
H -2.891 -4.391 -1.911 0.53
H -1.430 -4.755 -4.055 0.54
H 0.149 -3.552 -5.527 0.44
H 1.505 -1.703 -4.620 0.50
H 1.328 -1.088 -2.226 0.34
C -5.252 -1.058 2.230 -0.99
N -5.343 -0.586 0.875 0.46
C -4.347 -0.552 -0.024 -0.29
Se -2.636 -1.331 0.181 -0.22
N -4.825 -0.037 -1.178 0.18
C -6.172 0.243 -1.037 0.18
C -7.143 0.728 -1.903 -0.72
C -8.430 0.824 -1.408 -0.59
C -8.746 0.485 -0.089 -0.72
C -7.783 0.030 0.788 -0.71
C -6.495 -0.104 0.288 0.87
H -4.202 -1.191 2.486 0.29
H -5.771 -2.012 2.344 0.36
H -5.704 -0.328 2.901 0.35
H -4.286 0.038 -2.027 0.24
H -6.917 1.001 -2.920 0.49
H -9.219 1.165 -2.059 0.47
H -9.766 0.571 0.247 0.46
H -8.016 -0.218 1.809 0.46
```

Summary:
- net charge = +3
- strongest force on any atom (eV Å⁻¹) = 2.82
- HOMO (alpha / beta) (eV) = -13.848 / -13.848
- gap between HOMO and LUMO (alpha / beta) (eV) = 4.1 / 4.0
- lowest unoccupied orbital energy (alpha / beta) (eV) = -9.79 / -9.80

***

The following is a DFT calculation (wB97M-V/def2-TZVPD) of a molecular structure, C43H59BFKN9O4S3Te.

Geometry as XYZ:
```
122
Properties=species:S:1:pos:R:3:mulliken_charge:R:1
K 1.973 -0.261 1.008 0.87
C 2.825 3.364 2.659 -1.72
C 1.877 3.409 1.503 -0.51
C 0.641 3.931 1.662 -0.23
C -0.296 3.920 0.594 -0.33
N -0.005 3.382 -0.539 -1.01
N 1.210 2.808 -0.712 1.29
B 1.254 2.072 -2.002 -0.27
N 2.412 2.176 -2.855 0.77
N 3.068 3.358 -2.652 -0.81
C 4.200 3.552 -3.262 0.01
C 4.752 2.610 -4.148 -0.31
C 4.097 1.401 -4.355 0.06
C 4.728 0.355 -5.222 -1.93
C 2.903 1.171 -3.685 0.00
S 2.077 -0.383 -3.712 -0.04
C 4.914 4.866 -2.964 2.24
C 4.138 5.707 -1.947 -1.76
C 6.301 4.550 -2.388 -1.59
C 5.055 5.658 -4.270 -1.78
N -0.011 1.511 -2.573 0.89
N -0.078 1.784 -3.897 -0.79
C -1.067 1.344 -4.591 0.17
C -2.122 0.604 -3.982 -0.56
C -2.077 0.315 -2.668 0.14
C -3.139 -0.502 -2.010 -1.75
C -0.938 0.761 -1.893 0.26
S -0.768 0.341 -0.287 -0.12
C -1.060 1.631 -6.086 2.19
C -1.192 0.300 -6.840 -1.63
C -2.248 2.544 -6.418 -1.80
C 0.242 2.311 -6.508 -1.80
C 2.221 2.803 0.235 1.19
S 3.715 2.093 -0.055 -0.15
C -1.699 4.521 0.699 2.43
C -1.782 5.725 -0.245 -1.73
C -1.999 4.969 2.131 -2.24
C -2.733 3.468 0.281 -1.49
H 2.622 4.188 3.346 0.44
H 3.858 3.398 2.324 0.40
H 2.670 2.417 3.189 0.16
H 0.367 4.336 2.625 0.51
H 5.700 2.796 -4.637 0.42
H 5.332 0.826 -5.999 0.45
H 3.977 -0.285 -5.677 0.37
H 5.369 -0.288 -4.615 0.32
H 4.023 5.163 -1.007 0.20
H 3.138 5.945 -2.313 0.34
H 4.681 6.637 -1.760 0.50
H 6.201 4.001 -1.448 0.28
H 6.845 5.478 -2.195 0.47
H 6.894 3.943 -3.075 0.31
H 4.073 5.840 -4.714 0.38
H 5.664 5.123 -5.002 0.31
H 5.529 6.624 -4.072 0.46
H -2.959 0.259 -4.577 0.32
H -3.968 -0.675 -2.696 0.42
H -3.497 -0.006 -1.107 0.28
H -2.723 -1.459 -1.691 0.32
H -2.141 -0.200 -6.626 0.33
H -0.378 -0.376 -6.565 0.29
H -1.144 0.478 -7.917 0.48
H -3.201 2.081 -6.143 0.33
H -2.272 2.753 -7.491 0.46
H -2.163 3.493 -5.883 0.38
H 1.106 1.688 -6.262 0.24
H 0.374 3.268 -6.001 0.34
H 0.225 2.480 -7.588 0.51
H -1.041 6.485 0.024 0.38
H -2.775 6.181 -0.193 0.42
H -1.590 5.411 -1.273 0.33
H -1.342 5.784 2.446 0.39
H -1.889 4.139 2.835 0.42
H -3.029 5.327 2.187 0.44
H -2.559 3.148 -0.748 0.20
H -3.742 3.884 0.361 0.49
H -2.661 2.582 0.918 0.28
C -2.414 -2.512 7.160 -0.98
C -2.892 -2.096 5.772 -1.06
N -1.859 -2.225 4.748 0.28
C -1.109 -1.137 4.437 -0.16
C -0.123 -1.108 3.511 -0.03
C 0.680 0.202 3.427 0.34
O 0.034 1.252 3.617 -0.75
O 1.910 0.067 3.212 -0.90
C 0.143 -2.284 2.722 1.45
O 0.916 -2.320 1.763 -1.25
C -0.596 -3.493 3.143 0.79
C -0.299 -4.714 2.540 -0.63
C -0.963 -5.841 2.931 -0.02
F -0.642 -7.026 2.380 -0.36
C -1.961 -5.815 3.910 -1.61
C -2.256 -4.614 4.504 -0.95
C -1.577 -3.439 4.143 0.85
N -2.649 -6.979 4.362 0.62
C -1.879 -7.786 5.314 -0.36
C -2.814 -8.762 6.005 -2.01
N -3.480 -9.618 4.987 -0.83
C -4.221 -8.787 3.997 -2.12
C -3.260 -7.821 3.330 -0.27
H -3.220 -2.400 7.887 0.37
H -1.576 -1.884 7.472 0.31
H -2.078 -3.550 7.170 0.29
H -3.195 -1.052 5.787 0.48
H -3.764 -2.673 5.470 0.44
H -1.344 -0.229 4.980 0.50
H 0.457 -4.758 1.762 0.69
H -3.034 -4.622 5.255 0.39
H -1.424 -7.127 6.055 0.46
H -1.071 -8.339 4.816 0.33
H -3.595 -8.217 6.526 0.28
H -2.298 -9.425 6.702 0.79
H -4.135 -10.368 5.457 1.23
H -2.744 -10.163 4.478 0.52
H -4.986 -8.242 4.543 0.26
H -4.692 -9.471 3.289 0.82
H -3.810 -7.186 2.632 0.47
H -2.521 -8.386 2.754 0.41
O 0.390 -3.759 -0.648 -0.62
H 0.504 -3.275 0.185 0.45
H 1.015 -3.320 -1.246 0.22
Te 3.465 -1.732 -2.231 -0.66
```

Summary:
- net charge = -1
- strongest force on any atom (eV Å⁻¹) = 2.68
- HOMO (alpha / beta) (eV) = -3.573 / -2.193
- gap between HOMO and LUMO (alpha / beta) (eV) = 5.4 / 3.8
- lowest unoccupied orbital energy (alpha / beta) (eV) = 1.78 / 1.57

***

The following is a DFT calculation (wB97M-V/def2-TZVPD) of a molecular structure, C43H59InN4O8P3.

Geometry as XYZ:
```
118
Properties=species:S:1:pos:R:3:mulliken_charge:R:1
In -0.531 0.427 0.107 2.78
O 1.556 -0.173 0.950 0.00
N 1.858 -0.047 2.173 -1.13
N 0.911 0.622 2.829 1.28
O -0.275 0.995 2.283 -0.20
C 0.973 0.790 4.223 0.39
C 2.221 0.489 4.845 -0.47
C 2.264 0.573 6.251 -0.50
C 1.157 0.969 6.965 -0.57
C -0.031 1.269 6.270 -0.53
C -0.123 1.280 4.912 -0.19
H 3.188 0.241 4.241 0.27
H 3.256 0.519 6.767 0.32
H 1.199 1.004 8.059 0.40
H -0.901 1.483 6.875 0.40
H -1.055 1.576 4.401 0.08
C 4.529 -1.627 -1.893 -0.91
C 4.186 -0.663 -2.999 0.94
C 5.205 0.396 -3.217 -1.63
O 2.955 0.059 -2.487 -0.09
P 1.445 -0.035 -2.910 -1.48
O 0.536 -0.673 -1.893 0.62
C 0.885 1.617 -3.340 -0.51
P 0.744 2.968 -2.075 -1.32
O 0.190 2.403 -0.764 0.26
O -0.210 3.924 -2.768 -0.13
C -0.463 5.472 -2.349 0.90
C -1.313 5.874 -3.546 -1.53
C -1.236 5.525 -1.094 -1.16
O 2.196 3.565 -1.840 -0.02
C 2.761 4.433 -0.765 0.99
C 3.827 5.246 -1.470 -1.58
C 3.177 3.574 0.401 -0.86
O 1.539 -0.904 -4.255 -0.30
C 0.426 -1.727 -4.572 1.80
C -0.671 -0.955 -5.272 -1.28
C 0.961 -2.925 -5.435 -1.75
H 5.605 -1.798 -1.795 0.54
H 4.039 -2.592 -2.132 0.18
H 4.113 -1.315 -0.917 0.04
H 3.943 -1.167 -3.926 0.13
H 5.140 1.145 -2.459 0.25
H 5.170 0.826 -4.207 0.40
H 6.141 -0.161 -3.181 0.49
H -0.133 1.610 -3.898 0.28
H 1.547 2.001 -4.130 0.53
H 0.585 5.931 -2.370 0.04
H -2.299 5.446 -3.330 0.33
H -0.940 5.517 -4.489 0.40
H -1.453 6.937 -3.584 0.44
H -1.992 4.733 -1.060 0.17
H -1.722 6.489 -1.076 0.54
H -0.676 5.418 -0.172 0.30
H 1.937 5.097 -0.524 0.07
H 4.564 4.606 -2.091 0.22
H 4.346 5.847 -0.765 0.48
H 3.278 5.804 -2.195 0.37
H 3.680 2.663 -0.019 0.11
H 2.333 3.281 1.099 0.02
H 4.005 4.094 0.956 0.46
H 0.068 -2.215 -3.653 -0.79
H -0.300 -0.275 -6.071 0.25
H -1.250 -0.366 -4.508 0.12
H -1.330 -1.670 -5.722 0.51
H 1.473 -2.518 -6.292 0.42
H 0.178 -3.543 -5.767 0.46
H 1.654 -3.511 -4.801 0.33
C -1.865 -1.678 4.433 -1.16
C -1.467 -3.107 3.987 1.33
C -1.608 -4.028 5.051 -1.06
C -1.037 -5.320 4.957 -0.83
C -0.484 -5.671 3.701 -0.51
C -0.507 -4.835 2.613 -0.85
C -1.052 -3.557 2.727 0.61
P -1.047 -2.462 1.253 0.61
C -0.707 -3.456 -0.154 1.02
C -1.744 -3.921 -0.999 -0.93
C -1.459 -4.896 -2.001 -0.84
C -0.157 -5.175 -2.314 -0.79
C 0.854 -4.411 -1.761 -0.87
C 0.611 -3.715 -0.555 0.95
C 1.786 -3.116 0.230 -0.93
C -2.826 -2.132 1.035 0.00
C -3.782 -2.873 1.669 -0.69
C -5.110 -2.419 1.668 -0.77
C -5.510 -1.340 0.883 -1.06
C -4.559 -0.730 0.091 -0.44
C -3.194 -1.089 0.114 0.56
C -2.241 -0.456 -0.767 -1.25
H -1.065 -1.449 5.172 0.49
H -2.865 -1.771 4.954 0.53
H -1.916 -0.978 3.592 -0.26
H -2.009 -3.532 5.938 0.44
H -1.037 -6.056 5.797 0.35
H 0.008 -6.621 3.516 0.43
H -0.116 -5.130 1.620 0.29
H -2.757 -3.547 -0.767 0.36
H -2.286 -5.278 -2.553 0.46
H 0.037 -5.956 -3.066 0.39
H 1.873 -4.553 -2.105 0.48
H 2.626 -3.840 0.152 0.63
H 1.562 -2.997 1.314 0.14
H 2.125 -2.116 -0.189 -0.46
H -3.599 -3.795 2.179 0.62
H -5.806 -2.882 2.354 0.41
H -6.534 -0.993 0.941 0.41
H -4.867 0.021 -0.602 0.46
H -2.690 0.403 -1.291 0.81
H -1.831 -1.083 -1.597 0.60
N -3.420 3.626 2.488 -0.10
C -4.384 3.456 1.462 -1.17
C -3.754 2.819 0.432 -0.56
N -2.498 2.396 0.895 0.61
C -2.354 2.923 2.086 -1.10
H -3.645 3.984 3.410 0.26
H -5.316 3.952 1.425 0.46
H -3.998 2.582 -0.551 0.75
H -1.417 2.922 2.605 0.79
```

Summary:
- net charge = +1
- strongest force on any atom (eV Å⁻¹) = 3.89
- HOMO (alpha / beta) (eV) = -9.544 / -9.544
- gap between HOMO and LUMO (alpha / beta) (eV) = 7.8 / 7.8
- lowest unoccupied orbital energy (alpha / beta) (eV) = -1.77 / -1.77

***

Let's list energy in order: -132484.740; -159461.779; -126670.425; -100925.427 eV.